[1]
31
Properties=species:S:1:pos:R:3:nbo_charge:R:1 method="wB97M-V/def2-TZVPD" de_lowest_ev=6.141 largest_force_ev_per_a=4.53
C -2.81534 0.83049 0.57106 0.168
C -3.21326 0.70021 -1.90602 -0.169
C -2.74347 0.72913 -0.70351 -0.122
C -2.57996 0.28788 -3.20787 -0.630
C 0.29992 -2.01518 -1.31954 -1.129
C 1.14064 0.94281 -1.64412 -1.210
C 0.19611 -1.32392 2.53230 -1.104
C 3.13052 -0.58141 1.85909 -1.105
C 0.95334 1.74440 2.25638 -1.073
N -2.76091 0.88633 1.73122 -0.336
Si 0.53082 -0.34535 -0.48404 1.051
Si 1.31159 -0.03460 1.63689 1.143
H -4.16953 1.26336 -2.14895 0.198
H -2.75364 0.92180 -3.99888 0.218
H -1.50161 0.36936 -2.98777 0.208
H -2.87993 -0.73385 -3.38515 0.227
H 1.21321 -2.06406 -1.98528 0.236
H 0.46714 -2.73604 -0.55714 0.240
H -0.39640 -2.33572 -2.01568 0.254
H 0.32808 0.79603 -2.42705 0.234
H 0.96541 1.94372 -1.20434 0.248
H 2.19854 1.06437 -2.12488 0.255
H 0.40227 -1.08219 3.60327 0.230
H -0.94184 -1.14106 2.49699 0.269
H 0.41907 -2.34575 2.28182 0.227
H 3.46771 0.20209 2.56210 0.233
H 3.11168 -1.52979 2.47575 0.247
H 3.93147 -0.62936 1.07366 0.253
H 0.15289 1.91985 2.97155 0.264
H 1.83003 2.06208 2.76592 0.232
H 0.70546 2.23439 1.28222 0.241



[2]
32
Properties=species:S:1:pos:R:3:nbo_charge:R:1 method="wB97M-V/def2-TZVPD" de_lowest_ev=0.000 largest_force_ev_per_a=4.73
C 1.34141 -0.73946 2.11913 -0.416
C 2.15129 -0.85257 1.05675 -0.184
C -2.19436 -2.03906 1.55466 -0.652
C -0.77969 3.57558 -0.88302 -0.634
C 1.98789 -2.23576 -1.04578 -0.618
C 2.26415 0.32606 -1.02321 -0.640
C -2.61452 -0.72313 1.15543 -0.068
C -1.35007 2.40926 -1.68380 -0.064
C 1.63549 -0.85665 -0.33804 0.202
O -2.04733 -0.23348 -0.03768 -0.821
O -0.60224 1.26749 -1.48854 -0.810
O 0.20080 -0.82060 -0.33286 -0.824
P -0.62854 0.54157 0.04068 1.590
H 1.94292 -0.73963 3.03234 0.191
H 0.31428 -0.59746 2.46628 0.225
H 3.19684 -0.82297 1.08821 0.203
H -2.46806 -2.91346 0.88034 0.216
H -1.14802 -2.00595 1.41438 0.230
H -2.71927 -2.17708 2.58376 0.219
H -1.14308 3.45434 0.20924 0.201
H 0.30101 3.42695 -0.74236 0.216
H -1.13476 4.47213 -1.20381 0.210
H 1.10075 -2.63740 -1.67973 0.236
H 2.75755 -2.06518 -1.78061 0.207
H 2.34091 -3.03722 -0.42254 0.216
H 2.11001 0.19491 -2.13292 0.222
H 3.29067 0.44056 -0.74187 0.215
H 1.73590 1.27817 -0.88747 0.232
H -2.45028 0.03916 1.98213 0.169
H -3.75722 -0.72526 1.02606 0.179
H -1.27130 2.55001 -2.74389 0.182
H -2.36316 2.24614 -1.44127 0.169



[3]
35
Properties=species:S:1:pos:R:3:nbo_charge:R:1 method="wB97M-V/def2-TZVPD" de_lowest_ev=1.558 largest_force_ev_per_a=5.35
O -1.91861 -1.52250 0.61358 -0.516
C -3.09998 -1.31703 1.36092 -0.073
C -3.52916 0.13161 1.44449 -0.089
O -3.85185 0.60491 0.16409 -0.535
C -4.10121 1.98618 0.13322 -0.248
H -2.97877 -1.71141 2.38393 0.166
H -3.88320 -1.90058 0.85919 0.203
H -2.72636 0.74886 1.89022 0.164
H -4.40308 0.19281 2.12019 0.168
H -4.37171 2.25576 -0.89467 0.199
H -4.93925 2.25533 0.79952 0.160
H -3.21175 2.56097 0.44734 0.172
O -0.23178 0.35185 -0.35636 -0.685
C 0.18166 -0.33591 0.64880 0.447
C -0.72746 -1.33316 1.31378 -0.177
O 1.55934 -1.54339 -0.75018 -0.569
C 2.93739 -1.25362 -0.83166 -0.094
C 3.30409 0.07504 -1.46951 -0.104
O 2.98501 1.21855 -0.69113 -0.639
C 3.96689 1.59351 0.25825 -0.270
Ba 0.97385 2.97108 -1.12156 0.058
H 0.91556 0.12819 1.32816 0.148
H -0.85828 -1.03416 2.36891 0.199
H -0.16439 -2.28149 1.35281 0.209
H 3.41888 -2.05331 -1.41785 0.183
H 3.34202 -1.29233 0.19025 0.196
H 2.77838 0.20866 -2.42463 0.209
H 4.37952 0.08330 -1.70626 0.193
H 3.56518 2.44542 0.82130 0.213
H 4.18335 0.77147 0.95606 0.177
H 4.88225 1.91134 -0.26379 0.189
C 0.56821 -1.18764 -2.08400 -0.292
H -0.13136 -0.48990 -2.56980 0.244
H 1.28162 -1.18696 -2.92244 0.179
H -0.09500 -2.05145 -1.95117 0.216



[4]
33
Properties=species:S:1:pos:R:3:nbo_charge:R:1 method="wB97M-V/def2-TZVPD" de_lowest_ev=0.000 largest_force_ev_per_a=1.94
Cu 2.32940 1.27192 -4.00468 0.744
C -3.77636 1.77577 1.54071 -0.603
C -2.53395 1.73159 0.65107 -0.383
C -1.38446 0.80743 1.07631 -0.436
C -0.35523 0.64718 -0.01254 -0.215
N 0.66915 -0.44213 0.27001 -0.217
C 0.06853 -1.83242 0.21812 -0.209
C 0.72396 -2.55513 -0.97083 -0.420
C 2.04686 -1.81147 -1.10588 -0.451
C 1.68937 -0.35825 -0.85372 -0.210
C 1.30242 -0.14606 1.59022 -0.402
H -4.22204 0.78873 1.64894 0.204
H -4.52410 2.42721 1.08622 0.220
H -3.53472 2.27636 2.48135 0.207
H -2.21060 2.75630 0.45850 0.215
H -2.87842 1.35086 -0.32195 0.188
H -1.83516 -0.15567 1.33462 0.200
H -0.98339 1.25008 1.99176 0.213
H 0.24328 1.54939 -0.15922 0.268
H -0.84426 0.42010 -0.95981 0.218
H 0.24916 -2.28233 1.19381 0.211
H -1.01376 -1.74027 0.14201 0.219
H 0.78269 -3.62673 -0.80856 0.238
H 0.08311 -2.37966 -1.83626 0.213
H 2.80599 -2.14312 -0.39749 0.210
H 2.45251 -1.88458 -2.11729 0.290
H 2.55419 0.22294 -0.54827 0.271
H 1.22617 0.09922 -1.71930 0.234
H 1.52933 0.91323 1.60047 0.243
H 2.17287 -0.79118 1.70439 0.227
H 0.62127 -0.47640 2.37113 0.217
Br 2.29899 2.85819 -1.79187 -0.865
Br 4.24721 -0.52107 -3.75197 -0.839



[5]
35
Properties=species:S:1:pos:R:3:nbo_charge:R:1 method="wB97M-V/def2-TZVPD" de_lowest_ev=0.376 largest_force_ev_per_a=3.51
O 1.35462 -1.31524 -1.08939 -0.529
C 2.06435 -2.47760 -0.72188 -0.071
C 1.24970 -3.43339 0.12401 -0.083
O 0.06374 -3.75985 -0.55260 -0.537
C -0.92462 -4.30032 0.28483 -0.248
H 2.99126 -2.21908 -0.18237 0.170
H 2.34954 -2.97629 -1.65836 0.189
H 1.01541 -2.98139 1.10640 0.165
H 1.85552 -4.33870 0.31570 0.167
H -1.78804 -4.55730 -0.34022 0.197
H -0.56429 -5.21034 0.79442 0.157
H -1.23777 -3.57280 1.05502 0.179
O -0.61918 0.25783 -0.49533 -0.645
C 0.62190 0.75947 -0.10445 0.360
C 1.78957 -0.13642 -0.47147 -0.114
O 0.73977 2.04659 -0.87484 -0.562
C 0.24655 3.20822 -0.23570 -0.092
C -1.24241 3.21221 0.06355 -0.104
O -1.62796 2.35777 1.13336 -0.631
C -1.47560 2.91829 2.42697 -0.262
Cd -2.38698 0.28735 0.83767 0.064
H 0.58460 0.92140 0.98373 0.181
H 2.37081 -0.32176 0.44731 0.176
H 2.44824 0.42408 -1.15702 0.192
H 0.46009 4.03987 -0.92002 0.203
H 0.81092 3.38072 0.69500 0.166
H -1.80446 2.87968 -0.81844 0.205
H -1.55833 4.24118 0.29449 0.186
H -1.63399 2.10756 3.14936 0.217
H -0.46679 3.33422 2.56467 0.170
H -2.22816 3.70564 2.58702 0.183
C -0.81426 0.43160 -2.03394 -0.269
H -1.25019 -0.53479 -2.32254 0.210
H -1.55158 1.18126 -2.34478 0.195
H 0.15804 0.44033 -2.54016 0.214



[6]
42
Properties=species:S:1:pos:R:3:nbo_charge:R:1 method="wB97M-V/def2-TZVPD" de_lowest_ev=1.666 largest_force_ev_per_a=4.47
Cl -1.89579 -0.66454 -2.59526 -0.056
C -0.72586 -1.03113 -1.27141 -0.393
C 0.22256 -2.22433 -1.45797 -0.399
Cl 1.24354 -2.08654 -2.89465 -0.039
H -1.23917 -1.04018 -0.30989 0.227
H -0.13379 -0.15049 -1.02235 0.217
H -0.33244 -3.16243 -1.46489 0.222
H 0.79149 -2.19098 -0.52883 0.221
Cl 2.14617 2.24692 4.48335 -0.054
C 2.02114 0.57620 3.78729 -0.373
C 3.40196 0.11534 3.12480 -0.392
Cl 3.62880 1.16480 1.70826 -0.062
H 1.22770 0.52004 3.04204 0.220
H 1.82445 -0.17673 4.55052 0.215
H 3.51461 -0.93085 2.84035 0.227
H 4.21115 0.31390 3.82757 0.219
C 1.66249 0.35512 -7.83681 -0.483
N 1.12355 1.29585 -8.85946 0.512
O 0.46280 0.74486 -9.73988 -0.377
O 1.21384 2.52959 -8.84007 -0.370
H 1.44432 0.74501 -6.84258 0.237
H 2.73913 0.25599 -7.97505 0.236
H 1.17954 -0.61418 -7.96061 0.244
C 2.23673 -7.42846 5.01685 -0.479
N 1.99785 -6.86714 3.58514 0.527
O 1.93421 -7.66328 2.65302 -0.374
O 1.79061 -5.66052 3.48450 -0.384
H 1.67508 -8.34557 5.19450 0.238
H 2.03418 -6.58499 5.67688 0.237
H 3.26876 -7.70215 4.79755 0.234
C -5.97588 3.84932 0.68511 -0.266
O -4.90366 4.75632 0.58593 -0.496
C -3.71789 4.39367 1.19076 0.982
O -3.49214 3.29220 1.76000 -0.637
O -2.82520 5.23109 0.63331 -0.490
C -1.50077 5.31173 1.11485 -0.258
H -6.63078 3.88013 -0.18567 0.193
H -6.68487 4.14988 1.45653 0.181
H -5.58373 2.84475 0.84372 0.209
H -0.95408 4.41795 0.81423 0.189
H -1.43076 5.35307 2.20182 0.191
H -0.96992 6.18096 0.72659 0.202



Number 1: E -987.8778 a.u.. Number 2: E -921.3452 a.u.. Number 3: E -756.3126 a.u.. Number 4: E -7198.1950 a.u.. Number 5: E -898.6785 a.u.. Number 6: E -2831.6320 a.u..